Arrangement w

Molecular formula: CHN3O3
Method: DFT, ωB97M-V/def2-TZVPD

Positions of all 8 atoms, in Å:
C: 0.7543 -0.5189 -0.0529
H: -1.7329 -0.8723 0.6562
N: -0.4924 0.0759 -0.5043
N: 1.0360 1.6119 -0.0390
N: 1.6381 0.5679 0.1328
O: -1.6285 -0.6220 -0.2419
O: -0.3318 1.4102 -0.3375
O: 0.7571 -1.6527 0.3865

Properties
- gap between HOMO and LUMO (eV) = 9.6
- E_HOMO (eV) = -10.45
- LUMO level (eV) = -0.901
- SMILES = O=c1nnon1O
- 2S+1 = 1

Arrangement x

Molecular formula: CHN3O3
Method: DFT, ωB97M-V/def2-TZVPD

Positions of all 8 atoms, in Å:
C: -0.3190 -1.6882 -0.1453
N: -0.9393 -2.3379 -0.9362
N: 0.2212 -0.9296 0.6834
N: 2.7930 -0.0366 0.1349
O: 2.7789 -0.6716 1.2196
O: 3.7934 0.4875 -0.2663
O: 1.7512 -0.0267 -0.6030
H: 1.1947 -0.9224 1.1970

Properties
- gap between HOMO and LUMO (alpha / beta) (eV) = 6.8 / 7.7
- E_HOMO (alpha / beta) (eV) = -11.38 / -11.28
- LUMO level (alpha / beta) (eV) = -4.582 / -3.604
- 2S+1 = 1

Most stable structure: arrangement w

Arrangement w

Molecular formula: C5H12NO
Method: DFT, ωB97M-V/def2-TZVPD

Positions of all 19 atoms, in Å:
C: -1.3630 1.0494 0.3503
O: -1.5878 0.2661 -0.9660
C: 0.0948 1.4506 0.4353
C: 1.2504 0.5496 -0.0875
C: 0.7853 -0.8119 0.1015
C: 1.0300 -1.5891 1.1769
N: 0.1127 -1.3078 -1.0874
H: -2.0854 1.9326 0.2956
H: -1.6307 0.1933 1.0353
H: -2.4899 0.6198 -1.2082
H: 0.1707 1.6466 1.5244
H: 0.2563 2.3786 0.0484
H: 1.4732 0.6436 -1.0962
H: 2.0743 0.9350 0.4158
H: 1.6537 -1.2219 2.0035
H: 0.6362 -2.5823 1.2540
H: -0.6281 -0.6738 -1.4436
H: -0.5495 -2.1259 -0.9378
H: 0.7969 -1.3522 -1.8144

Properties
- gap between HOMO and LUMO (eV) = 11.1
- E_HOMO (eV) = -14.24
- LUMO level (eV) = -3.165
- charge = +1
- SMILES = C=C([NH3+])CCCO
- 2S+1 = 1

Arrangement x

Molecular formula: C5H12NO
Method: DFT, ωB97M-V/def2-TZVPD

Positions of all 19 atoms, in Å:
C: 1.8659 -0.1875 -0.8428
O: 2.2319 1.0236 -1.3438
C: 0.3598 0.0030 -0.3449
C: -0.1789 -0.8954 0.7815
C: -1.6467 -0.8163 1.1582
C: -2.6200 -0.7435 0.2393
N: 0.1060 1.4731 -0.1020
H: 1.9285 -1.0114 -1.5891
H: 2.3122 -0.5589 0.1655
H: 3.1048 1.3870 -1.1761
H: -0.3368 -0.1697 -1.1784
H: 0.2454 -0.5495 1.7665
H: 0.2174 -1.9646 0.6800
H: -1.9466 -0.5892 2.1763
H: -2.2575 -0.9732 -0.7560
H: -3.7216 -0.8372 0.5092
H: -0.6113 1.6952 0.6082
H: 1.0039 1.7858 0.2684
H: -0.0566 1.9287 -1.0202

Properties
- gap between HOMO and LUMO (eV) = 10.4
- E_HOMO (eV) = -13.80
- LUMO level (eV) = -3.398
- charge = +1
- SMILES = C=CC[C@@H]([NH3+])CO
- 2S+1 = 1

Most stable structure: arrangement x

Arrangement w

Molecular formula: C6H14N2O
Method: DFT, ωB97M-V/def2-TZVPD

Positions of all 23 atoms, in Å:
C: 0.8410 -0.6394 -0.1235
C: -0.2464 1.1331 0.4382
C: 0.6325 -1.7011 0.9088
C: 1.3793 -1.0702 -1.4381
C: -1.0089 0.9425 1.7169
C: -1.3930 -0.2732 -0.8744
N: -0.3723 2.2731 -0.2309
N: 1.1401 0.6482 0.2969
O: 1.8754 1.3855 -0.5803
H: -1.2791 2.6566 -0.4346
H: 0.4770 2.4282 -0.8118
H: 0.3006 -1.3148 1.8664
H: 1.6127 -2.1639 1.0762
H: -0.0456 -2.4773 0.5562
H: 0.8975 -1.9896 -1.7695
H: 1.2842 -0.2655 -2.1639
H: 2.4536 -1.2477 -1.3224
H: -1.2337 -0.0949 1.9349
H: -1.9513 1.4881 1.6639
H: -0.4052 1.3604 2.5283
H: -1.4899 -1.3582 -0.8784
H: -1.1522 0.1132 -1.8616
H: -2.3162 0.1667 -0.4973

Properties
- gap between HOMO and LUMO (eV) = 7.1
- E_HOMO (eV) = -6.78
- LUMO level (eV) = 0.347
- 2S+1 = 1

Arrangement x

Molecular formula: C6H14N2O
Method: DFT, ωB97M-V/def2-TZVPD

Positions of all 23 atoms, in Å:
C: 0.6780 0.2849 0.3435
C: -2.1923 -0.2577 -0.2274
C: -0.0294 1.1771 1.3537
C: 2.0453 0.8771 -0.0025
C: 0.8845 -1.1260 0.8663
N: -2.1146 -1.5541 -0.5551
C: -0.1091 0.5155 -1.3662
O: -1.9894 0.6618 -1.0885
N: 0.0940 -0.4148 -2.2048
H: -2.6895 -0.0419 0.7207
H: -2.1923 -2.2607 0.1584
H: -1.4904 -1.7746 -1.3298
H: -0.5828 -0.5044 -2.9546
H: 0.1352 1.5677 -1.4799
H: 0.6592 1.4848 2.1483
H: -0.8076 0.6550 1.9115
H: -0.3777 2.1057 0.8949
H: 2.6926 0.8714 0.8802
H: 2.5258 0.3112 -0.8006
H: 1.9636 1.9147 -0.3318
H: 1.6475 -1.1424 1.6513
H: -0.0051 -1.5562 1.3288
H: 1.2545 -1.7942 0.0838

Properties
- gap between HOMO and LUMO (eV) = 8.3
- E_HOMO (eV) = -7.62
- LUMO level (eV) = 0.722
- 2S+1 = 1

Most stable structure: arrangement x

Arrangement w

Molecular formula: C6H14N2O
Method: DFT, ωB97M-V/def2-TZVPD

Positions of all 23 atoms, in Å:
C: 1.9412 -1.0509 0.8855
C: -0.4429 1.9989 0.2098
N: 1.2766 -0.0634 0.0283
C: -0.0631 0.6940 0.8524
N: 2.1170 0.9000 -0.5996
O: -0.0784 0.4732 2.0372
H: 2.7564 1.2800 0.0967
H: 2.6647 0.4351 -1.3167
H: 2.5196 -0.5660 1.6731
H: 2.5793 -1.6796 0.2646
H: 1.1905 -1.6739 1.3688
H: -1.4854 2.1992 0.4488
H: 0.1724 2.7962 0.6342
H: -0.3039 1.9812 -0.8668
C: -1.9001 -0.3621 -1.5969
C: -1.2652 -0.6504 -0.2589
C: -1.7901 -1.5428 0.5784
H: 0.3424 -0.5019 -0.4740
H: -2.3184 0.6490 -1.6211
H: -1.1701 -0.4091 -2.4120
H: -2.7118 -1.0602 -1.8328
H: -2.6357 -2.1798 0.3179
H: -1.3949 -1.6666 1.5834

Properties
- gap between HOMO and LUMO (eV) = 8.5
- E_HOMO (eV) = -7.82
- LUMO level (eV) = 0.719
- 2S+1 = 1

Arrangement x

Molecular formula: C6H14N2O
Method: DFT, ωB97M-V/def2-TZVPD

Positions of all 23 atoms, in Å:
C: -1.2226 0.5043 -0.9357
C: -0.3866 0.5739 0.6589
C: 1.7306 -2.3707 -0.2011
C: -2.1646 -0.6498 -1.1991
C: -0.1817 1.9220 1.3329
C: 0.8457 -0.2544 0.4549
N: 2.0930 0.3040 0.6371
O: -1.9650 1.6865 -1.0496
N: 0.6524 -1.4044 -0.1163
H: -1.3337 2.4173 -1.1491
H: -0.3920 0.5115 -1.6424
H: -1.0957 -0.0131 1.2496
H: 2.1818 1.0412 1.3227
H: 2.8748 -0.3360 0.6536
H: 1.3335 -3.2961 -0.6297
H: 2.5346 -2.0209 -0.8608
H: 2.1462 -2.6236 0.7818
H: -2.9030 -0.7458 -0.3973
H: -2.7129 -0.4866 -2.1345
H: -1.6355 -1.5943 -1.3268
H: 0.4473 2.5824 0.7269
H: -1.1370 2.4287 1.5045
H: 0.2908 1.8238 2.3197

Properties
- gap between HOMO and LUMO (eV) = 9.3
- E_HOMO (eV) = -8.54
- LUMO level (eV) = 0.775
- SMILES = C/N=C(\N)[C@@H](C)[C@@H](C)O
- 2S+1 = 1

Most stable structure: arrangement x

Arrangement w

Molecular formula: C4H12O3
Method: DFT, ωB97M-V/def2-TZVPD

Positions of all 19 atoms, in Å:
C: 0.0411 0.6284 -0.6892
O: -0.4621 1.4126 -1.8317
C: -0.7604 -0.5803 -0.4140
C: -0.3785 -1.5513 0.7466
C: 0.9193 -2.3242 0.3936
O: -0.1164 -0.7617 1.9286
H: 1.0729 0.2307 -0.7515
H: 0.0574 1.3169 0.1829
H: 0.2110 1.9917 -2.1805
H: -1.8672 -0.3293 -0.4588
H: -0.5191 -1.1468 -1.3787
H: -1.1673 -2.3494 0.8875
H: 1.2053 -2.9552 1.2050
H: 1.0131 -2.8181 -0.5182
H: 1.7929 -1.6744 0.3519
H: -0.9756 -0.7286 2.3207
H: -0.5439 4.0474 0.6200
H: 0.4946 3.3945 -0.2041
O: -0.0171 4.1971 -0.2100

Properties
- gap between HOMO and LUMO (alpha / beta) (eV) = 12.0 / 4.5
- E_HOMO (alpha / beta) (eV) = -15.57 / -14.98
- LUMO level (alpha / beta) (eV) = -3.567 / -10.472
- charge = +1
- ⟨S²⟩ = 0.755
- 2S+1 = 2

Arrangement x

Molecular formula: C4H12O3
Method: DFT, ωB97M-V/def2-TZVPD

Positions of all 19 atoms, in Å:
C: -0.9963 -0.7424 -2.0151
C: -1.1132 0.5903 -1.3995
C: -0.7386 0.9777 -0.0946
O: 0.1147 0.3237 0.6098
C: -1.1133 2.2747 0.5081
H: -0.1014 -1.2639 -1.7021
H: -1.9173 -1.2841 -1.7473
H: -1.0511 -0.6493 -3.0999
H: -1.4320 1.4207 -2.0062
H: 0.1721 -0.6422 0.4993
H: -0.2070 2.8121 0.7436
H: -1.5897 2.9163 -0.2279
H: -1.7443 2.1316 1.3747
H: 0.3133 -2.6717 4.2547
H: 0.7464 -2.7454 2.7850
O: 0.7310 -2.1664 3.5513
H: 1.8187 0.1756 -2.1757
H: 3.1374 0.1551 -1.3779
O: 2.3545 -0.3762 -1.6009

Properties
- gap between HOMO and LUMO (alpha / beta) (eV) = 10.3 / 6.9
- E_HOMO (alpha / beta) (eV) = -14.33 / -14.33
- LUMO level (alpha / beta) (eV) = -4.042 / -7.393
- charge = +1
- ⟨S²⟩ = 0.754
- 2S+1 = 2

Most stable structure: arrangement x